Formula: C6H12O
Source: the OMol25 dataset
Level of theory: wB97M-V/def2-TZVPD

Its spin multiplicity is 2. The total charge is +1. For the HOMO-LUMO gap (alpha / beta), the calculation gives 10.555 / 6.396 eV. Its energy relative to the best compared isomer or geometry (same formula, charge and spin) is 30.6 kcal/mol. The highest occupied orbital energy (alpha / beta) comes out at -14.4 / -14.2 eV. As for the LUMO energy (alpha / beta): -3.81 / -7.80 eV.

Geometry as XYZ:
```
19
C6H12O, DFT wB97M-V/def2-TZVPD
C 0.274 -1.627 -1.299
C 0.353 -0.388 -1.842
C 0.580 -1.940 0.112
C 0.354 -0.663 0.831
C -0.899 -0.204 1.201
C -1.240 1.134 1.634
H -0.390 -2.324 -1.808
H -0.329 -0.071 -2.608
H 1.036 0.326 -1.416
H -0.188 -2.619 0.492
H 1.520 -2.389 0.415
H 1.151 0.082 0.783
H -1.719 -0.896 1.314
H -0.422 1.756 1.962
H -1.770 1.603 0.790
H -1.967 1.170 2.449
H 1.305 2.815 -0.002
H 0.637 2.698 -1.341
O 0.489 2.475 -0.403
```